Here is a molecular structure, C51H57GeN3O2PdSSiTe from OMol25. Energies are from ωB97M-V with the def2-TZVPD basis set.

Structure (XYZ):
```
118
Properties=species:S:1:pos:R:3:forces:R:3:lowdin_spin:R:1
Pd 0.1827 0.2179 -0.1074 0.1 -0.2 -0.8 0.745
C -1.2223 5.4652 1.3215 0.0 0.0 -0.1 0.048
C -2.0260 4.6933 2.1492 0.0 -0.1 0.0 -0.001
C -1.9791 3.3094 2.0997 -0.1 0.1 0.0 0.043
C -1.1236 2.6645 1.2002 -0.1 -0.4 0.0 0.018
C -0.2934 3.4423 0.3936 0.1 0.1 0.0 0.064
C -0.3474 4.8279 0.4535 0.0 -0.1 0.0 -0.001
N -1.0880 1.2443 1.1291 0.1 0.3 0.2 0.338
N -1.7871 0.6460 2.0639 0.0 -0.3 0.0 0.267
C -1.6310 -0.6990 2.1747 0.0 0.2 -0.1 0.035
C -2.4742 -1.3720 3.0813 -0.1 0.0 0.1 0.049
C -2.3512 -2.7262 3.2349 -0.1 0.0 0.1 0.015
C -1.3952 -3.4185 2.4825 0.0 -0.1 0.0 0.073
C -0.5979 -2.6942 1.6281 0.2 0.1 0.0 0.003
N -0.6860 -1.3668 1.4763 0.1 0.0 0.0 0.097
H -1.2775 6.5465 1.3513 0.0 0.0 0.0 0.003
H -2.6995 5.1742 2.8488 0.0 0.0 0.0 -0.001
H -2.6002 2.7110 2.7474 0.0 0.0 0.0 0.004
H 0.4044 2.9659 -0.2772 0.1 0.0 -0.1 0.019
H 0.3084 5.4094 -0.1840 0.0 0.0 0.0 -0.001
H -3.1998 -0.7870 3.6320 0.0 0.0 0.0 0.001
H -2.9869 -3.2576 3.9325 0.0 0.0 0.0 -0.001
H -1.2728 -4.4902 2.5643 0.0 0.0 0.0 0.004
H 0.1734 -3.1817 1.0432 0.0 0.0 0.0 -0.001
Te 1.7946 0.2551 2.3100 0.2 0.0 0.6 0.124
C 3.6185 0.9257 3.1878 -0.1 0.2 -0.3 0.022
C 3.8435 0.5171 4.4978 0.1 0.1 0.0 0.007
C 5.0660 0.7859 5.1006 0.0 0.0 0.0 0.002
C 6.0548 1.4684 4.4008 -0.1 0.0 0.0 0.000
C 5.8175 1.8919 3.1008 0.0 0.0 0.0 0.000
C 4.5981 1.6226 2.4897 0.0 0.0 0.1 0.002
C 2.7162 -1.6325 2.0653 -0.1 0.0 0.1 0.011
C 2.3485 -2.6810 2.9001 0.1 -0.1 0.0 0.005
C 3.0302 -3.8930 2.8286 0.0 0.1 0.0 0.000
C 4.0813 -4.0464 1.9348 0.0 0.1 0.0 0.002
C 4.4549 -2.9860 1.1149 0.0 -0.1 0.0 0.000
C 3.7718 -1.7810 1.1775 0.0 -0.1 0.0 0.003
H 3.0726 -0.0140 5.0441 0.0 0.0 0.0 0.002
H 5.2454 0.4598 6.1180 0.0 0.0 0.0 0.000
H 7.0091 1.6710 4.8708 0.0 0.0 0.0 0.000
H 6.5835 2.4305 2.5553 0.0 0.0 0.0 0.000
H 4.4200 1.9528 1.4742 0.0 0.0 0.0 0.000
H 1.5386 -2.5569 3.6091 0.0 0.0 0.0 0.001
H 2.7430 -4.7102 3.4791 0.0 0.0 0.0 0.000
H 4.6151 -4.9872 1.8813 0.0 0.0 0.0 0.000
H 5.2782 -3.0964 0.4185 0.0 0.0 0.0 0.000
H 4.0611 -0.9630 0.5360 0.0 0.0 -0.1 0.000
C -0.5431 1.1726 -1.6306 0.5 0.0 0.1 1.494
Ge -2.0732 0.6529 -2.7371 -0.2 0.2 0.0 0.172
C -2.6662 2.3852 -3.4301 0.1 0.3 0.0 0.013
C -3.6716 2.4118 -4.4001 0.1 0.1 0.0 0.002
C -4.1061 3.6152 -4.9392 0.0 0.0 0.1 0.001
C -3.5351 4.8124 -4.5188 0.0 -0.1 0.0 0.001
C -2.5347 4.8019 -3.5572 0.0 -0.1 0.0 0.002
C -2.1048 3.5938 -3.0145 -0.1 0.0 0.0 0.015
C -1.6695 -0.3238 -4.3727 0.2 -0.2 -0.2 0.022
C -0.6826 0.2195 -5.2017 -0.2 -0.1 0.0 0.003
C -0.3282 -0.3981 -6.3937 0.0 -0.1 0.0 0.000
C -0.9671 -1.5692 -6.7877 0.0 0.1 0.0 0.001
C -1.9736 -2.1024 -5.9948 0.0 0.0 0.1 0.001
C -2.3225 -1.4812 -4.7993 0.2 0.1 -0.1 0.004
C -3.4688 -0.0101 -1.5612 -0.2 -0.1 0.2 0.026
C -3.7532 0.8042 -0.4622 -0.1 -0.1 -0.1 0.011
C -4.7085 0.4327 0.4761 0.0 0.0 -0.1 0.002
C -5.4030 -0.7593 0.3232 0.0 0.0 0.0 0.004
C -5.1452 -1.5719 -0.7745 0.0 0.0 0.0 0.001
C -4.1827 -1.2022 -1.7055 0.0 0.1 0.2 0.007
H -4.1202 1.4840 -4.7438 0.0 0.0 0.0 0.000
H -4.8891 3.6215 -5.6879 0.0 0.0 0.0 0.000
H -3.8719 5.7509 -4.9417 0.0 0.0 0.0 0.000
H -2.0897 5.7332 -3.2254 0.0 0.0 0.0 0.000
H -1.3284 3.5931 -2.2541 -0.1 0.0 -0.1 0.013
H -0.1844 1.1378 -4.9156 -0.1 0.0 -0.1 0.001
H 0.4448 0.0356 -7.0179 0.0 0.0 0.0 0.000
H -0.6931 -2.0518 -7.7175 0.0 0.0 0.0 0.000
H -2.4855 -3.0059 -6.3037 0.0 0.0 0.0 0.000
H -3.1172 -1.9093 -4.2072 0.0 0.0 0.0 0.000
H -3.2224 1.7423 -0.3344 0.0 0.0 0.0 0.004
H -4.9020 1.0750 1.3276 0.0 0.0 0.0 0.001
H -6.1464 -1.0544 1.0538 0.0 0.0 0.0 0.000
H -5.6935 -2.4981 -0.9048 0.0 0.0 0.0 0.000
H -3.9923 -1.8638 -2.5382 0.0 0.0 0.0 0.000
C 3.3187 2.1240 -1.0637 0.0 0.2 0.1 0.001
Si 2.8889 0.4999 -1.9036 -0.2 -0.3 0.2 0.011
C 4.5131 -0.4090 -2.2023 0.1 -0.1 0.1 0.003
C 2.2362 0.9372 -3.5991 0.0 -0.1 -0.2 0.023
O 1.8806 -0.4747 -1.0459 -0.1 0.2 -0.3 0.045
H 4.4052 2.2679 -1.0532 -0.1 0.0 0.0 0.000
H 2.9674 2.1482 -0.0315 0.0 0.0 0.0 0.000
H 2.8762 2.9843 -1.5765 0.0 -0.1 0.0 0.000
H 4.9583 -0.0602 -3.1429 0.0 0.0 0.1 0.000
H 4.3639 -1.4904 -2.2836 0.0 0.0 0.0 0.000
H 5.2472 -0.2298 -1.4082 -0.1 -0.1 -0.1 0.000
H 2.7550 1.8050 -4.0226 0.0 -0.1 0.1 0.001
H 1.1742 1.1748 -3.5354 0.1 0.1 0.1 0.020
H 2.3538 0.0980 -4.2976 -0.1 0.1 0.0 0.001
C -2.6745 -4.8515 -0.6647 0.0 0.0 0.0 0.001
C -1.6524 -5.2556 -1.7262 -0.1 0.1 0.1 0.001
C -1.2433 -4.0758 -2.6004 -0.1 -0.1 0.0 0.006
S -0.1100 -2.9268 -1.7689 -0.1 0.3 0.2 0.007
O -0.8993 -1.6493 -1.5195 0.1 -0.2 -0.1 0.077
C 0.9715 -2.6240 -3.1708 0.2 0.0 0.0 0.000
C 1.9795 -3.7557 -3.4061 0.0 0.0 0.2 0.000
C 2.7119 -4.2191 -2.1379 -0.1 0.1 -0.1 0.000
H -2.8431 -5.6527 0.0576 0.0 0.0 0.0 0.000
H -3.6338 -4.6102 -1.1314 0.1 0.0 0.0 0.000
H -2.3519 -3.9640 -0.1165 0.0 0.0 0.0 0.001
H -2.0756 -6.0315 -2.3681 0.0 0.0 0.0 0.000
H -0.7623 -5.6853 -1.2585 0.0 0.0 0.0 0.000
H -2.1059 -3.4645 -2.8740 0.1 0.0 -0.1 0.000
H -0.7381 -4.3996 -3.5110 -0.1 0.0 0.0 0.001
H 1.4774 -1.7069 -2.8734 0.0 0.0 0.0 0.000
H 0.3422 -2.4342 -4.0418 0.0 0.1 -0.1 0.000
H 2.7086 -3.3712 -4.1231 0.0 0.0 0.0 0.000
H 1.4891 -4.6080 -3.8854 0.0 0.0 0.0 0.000
H 2.9871 -3.3640 -1.5171 0.0 0.0 0.0 0.000
H 3.6194 -4.7711 -2.3922 -0.1 0.0 0.0 0.000
H 2.0906 -4.8746 -1.5230 0.0 0.0 0.0 0.000
```
Forces are in eV/Å.

DFT total energy ... -148374.0728 eV
LUMO level (alpha / beta) ... -0.17 / -2.06 eV
Multiplicity ... 5
Energy relative to the best compared isomer or geometry (same formula, charge and spin) ... 34.4 kJ/mol